1.
Molecular formula: C25H30N5O11
Method: DFT, the ωB97M-V functional and the def2-TZVPD basis

Values from the calculation:
E_tot ... -56367.62087 eV
HOMO level ... -6.0 eV
LUMO energy ... 0.034 hartree
Charge ... -1
Spin multiplicity ... 1
Orbital gap ... 0.2540 hartree

```
71
C25H30N5O11 the ωB97M-V functional and the def2-TZVPD basis
C 0.870 6.872 1.244
O 2.033 6.472 1.305
O 0.161 6.400 0.252
O 0.299 7.631 2.115
H 0.896 5.924 -0.085
C -0.716 10.059 0.247
C -0.367 10.721 -1.033
C 0.338 12.052 -0.986
C 0.668 12.753 0.384
C 0.310 11.973 1.578
C -0.575 10.765 1.419
N 1.341 14.011 0.367
O 1.274 14.822 1.367
O 1.947 14.402 -0.633
H -1.219 9.124 0.251
H -0.484 10.266 -2.049
H 0.547 12.730 -1.749
H 0.698 12.306 2.446
H -0.857 10.508 2.303
C 5.444 4.237 -0.942
C 5.093 5.596 -0.324
C 6.022 6.773 -0.516
C 7.301 6.584 -1.409
C 7.655 5.251 -1.816
C 6.713 4.028 -1.565
N 8.228 7.726 -1.643
O 9.367 7.411 -2.141
O 7.804 8.831 -1.439
H 4.732 3.331 -0.997
H 4.222 5.663 0.152
H 5.800 7.590 0.157
H 8.490 4.974 -2.212
H 6.788 3.087 -2.055
C 0.416 4.668 5.905
C 1.286 4.447 7.129
C 2.660 5.143 7.168
C 2.935 6.325 6.237
C 2.158 6.476 4.931
C 0.806 5.606 4.867
N 4.242 6.981 6.272
O 4.591 7.912 5.459
O 4.986 6.602 7.164
H -0.417 4.047 5.722
H 0.903 3.796 7.838
H 3.298 5.084 8.155
H 2.366 7.231 4.067
H 0.191 5.716 4.001
C 3.660 11.397 1.702
O 3.946 12.517 2.095
N 4.344 10.324 2.159
C 3.902 8.898 1.965
C 5.538 10.434 3.129
H 2.710 11.108 1.215
H 4.574 8.296 2.343
H 3.814 8.660 1.017
H 3.001 8.671 2.537
H 5.058 10.301 4.198
H 6.044 11.506 3.150
H 6.379 9.602 3.121
C -4.184 7.323 4.295
O -5.143 7.560 5.138
N -4.478 7.102 2.979
C -3.260 7.203 2.101
C -5.916 6.997 2.519
H -3.228 7.395 4.720
H -2.646 6.304 2.359
H -2.607 8.115 2.165
H -3.481 7.186 1.042
H -6.049 6.072 1.829
H -6.453 7.923 2.039
H -6.444 6.817 3.415
```

Let us look at the Löwdin charges, expressed in e, one per atom: -0.875, -0.039, 0.097, -0.093, 0.073, -0.063, -0.020, 0.055, -0.117, 0.059, -0.035, -0.331, 0.020, 0.047, 0.075, 0.096, 0.052, 0.066, 0.031, -0.065, 0.010, 0.074, -0.086, 0.045, -0.047, -0.350, 0.014, 0.099, 0.115, 0.008, 0.071, 0.021, 0.065, -0.073, -0.034, 0.015, -0.127, 0.114, -0.008, -0.352, 0.009, 0.041, 0.062, 0.040, 0.119, 0.107, 0.056, -0.352, -0.014, -0.136, -0.028, -0.053, 0.124, 0.020, 0.029, 0.082, 0.094, 0.101, 0.103, -0.262, -0.096, -0.171, -0.051, -0.046, 0.116, 0.095, 0.081, 0.071, 0.104, 0.111, 0.034

2.
Molecular formula: C25H30N6O5
Method: DFT, the ωB97M-V functional and the def2-TZVPD basis

Values from the calculation:
E_tot ... -45589.63221 eV
HOMO level ... -8.1 eV
LUMO energy ... 0.019 hartree
Spin multiplicity ... 1
SMILES ... COc1ccc(-c2nnn(CC(=O)N(c3cccc(O)c3)[C@@H](C)C(=O)NC3CCCC3)n2)cc1OC
Orbital gap ... 0.3188 hartree

```
66
C25H30N6O5 the ωB97M-V functional and the def2-TZVPD basis
C 7.374 1.979 0.415
H 7.331 2.294 -0.629
O 6.991 0.629 0.566
C 5.810 0.167 0.075
C 5.712 -1.225 0.046
C 4.578 -1.869 -0.396
C 3.501 -1.111 -0.838
C 3.581 0.279 -0.823
C 4.710 0.935 -0.362
O 4.794 2.304 -0.286
C 3.746 3.072 -0.832
H 2.801 2.908 -0.306
H 4.054 4.109 -0.704
H 3.611 2.863 -1.897
H 2.721 0.831 -1.162
C 2.265 -1.734 -1.245
N 1.170 -1.063 -1.596
N 0.296 -2.026 -1.794
N 0.803 -3.220 -1.608
N 2.029 -3.064 -1.263
C -1.049 -1.767 -2.180
H -1.078 -0.761 -2.609
H -1.343 -2.488 -2.950
C -2.147 -1.834 -1.109
O -3.302 -1.903 -1.505
N -1.832 -1.809 0.195
C -0.557 -1.466 0.734
C -0.184 -0.132 0.792
C 1.037 0.215 1.362
C 1.866 -0.775 1.877
C 1.484 -2.102 1.810
C 0.273 -2.456 1.243
H -0.013 -3.493 1.166
H 2.140 -2.868 2.192
H 2.818 -0.506 2.314
O 1.388 1.525 1.385
H 2.236 1.623 1.838
H -0.824 0.644 0.404
C -2.946 -1.860 1.156
C -2.574 -2.552 2.456
H -1.844 -1.963 3.005
H -3.469 -2.636 3.068
H -2.181 -3.547 2.271
H -3.754 -2.405 0.655
C -3.402 -0.409 1.422
O -3.095 0.205 2.422
N -4.138 0.089 0.415
H -4.305 -0.486 -0.401
C -4.591 1.462 0.362
H -4.334 1.896 1.331
C -3.922 2.219 -0.808
C -5.067 2.785 -1.651
C -6.211 1.805 -1.409
H -6.042 0.887 -1.974
H -7.181 2.212 -1.691
C -6.103 1.532 0.088
H -6.539 2.359 0.648
H -6.602 0.612 0.391
H -5.348 3.774 -1.286
H -4.801 2.871 -2.703
H -3.340 1.510 -1.400
H -3.247 2.996 -0.456
H 4.512 -2.945 -0.405
H 6.568 -1.782 0.391
H 8.406 2.020 0.764
H 6.758 2.647 1.020
```

Let us look at the natural (NBO) charges, expressed in e, one per atom: -0.240, 0.180, -0.495, 0.259, -0.242, -0.180, -0.111, -0.275, 0.283, -0.526, -0.258, 0.189, 0.200, 0.180, 0.242, 0.280, -0.265, -0.010, -0.032, -0.261, -0.316, 0.256, 0.260, 0.696, -0.655, -0.466, 0.235, -0.278, 0.314, -0.281, -0.187, -0.265, 0.231, 0.225, 0.216, -0.669, 0.483, 0.232, -0.130, -0.617, 0.236, 0.228, 0.212, 0.241, 0.668, -0.629, -0.623, 0.424, -0.067, 0.238, -0.414, -0.402, -0.404, 0.196, 0.213, -0.409, 0.207, 0.218, 0.197, 0.211, 0.201, 0.218, 0.234, 0.229, 0.189, 0.185

3.
Molecular formula: C25H30N7PtS
Method: DFT, the ωB97M-V functional and the def2-TZVPD basis

Values from the calculation:
E_tot ... -50896.46946 eV
HOMO level ... -16.2 eV
LUMO energy ... -0.442 hartree
Charge ... +3
Spin multiplicity ... 1
Orbital gap ... 0.1547 hartree

```
64
C25H30N7PtS the ωB97M-V functional and the def2-TZVPD basis
Pt -0.017 0.229 0.187
C -0.428 -0.802 -6.861
C -0.303 -0.971 -5.402
C -0.848 -2.093 -4.746
C -0.694 -2.264 -3.399
C 0.006 -1.326 -2.593
N 0.120 -1.558 -1.267
C 0.314 -2.794 -0.757
C 1.158 -3.701 -1.453
C 1.398 -4.966 -0.996
C 0.801 -5.434 0.192
C 1.019 -6.811 0.667
C 0.001 -4.536 0.909
C -0.251 -3.243 0.476
N -1.126 -2.453 1.240
C -2.097 -2.959 2.035
C -2.633 -1.926 2.765
C -1.944 -0.792 2.339
N -1.038 -1.116 1.416
C 0.515 -0.160 -3.244
C 0.353 -0.019 -4.613
N 1.253 0.824 -2.564
C 2.200 1.592 -3.151
C 2.581 2.560 -2.253
C 1.829 2.303 -1.109
N 1.031 1.252 -1.302
H -0.604 -1.751 -7.360
H 0.446 -0.316 -7.292
H -1.278 -0.157 -7.107
H -1.392 -2.828 -5.318
H -1.123 -3.127 -2.911
H 1.627 -3.357 -2.363
H 2.051 -5.620 -1.553
H 1.321 -7.472 -0.142
H 0.139 -7.217 1.163
H 1.821 -6.844 1.413
H -0.423 -4.875 1.840
H -2.393 -3.988 2.011
H -3.401 -1.985 3.508
H -2.076 0.224 2.664
H 0.734 0.862 -5.104
H 2.588 1.393 -4.128
H 3.290 3.347 -2.408
H 1.843 2.832 -0.174
C 1.737 2.731 3.946
N 0.767 3.759 3.647
C 1.159 5.103 4.021
C -0.277 3.519 2.866
S -0.172 2.137 1.747
N -1.391 4.237 2.860
C -1.914 4.863 4.057
C -2.294 4.217 1.733
H 2.140 2.909 4.941
H 2.572 2.757 3.244
H 1.279 1.742 3.923
H 2.197 5.248 3.711
H 1.126 5.254 5.102
H 0.536 5.844 3.526
H -1.323 4.592 4.930
H -2.939 4.511 4.199
H -1.960 5.949 3.965
H -1.758 4.027 0.804
H -2.788 5.185 1.664
H -3.071 3.460 1.862
```

Let us look at the natural (NBO) charges, expressed in e, one per atom: 0.953, -0.679, 0.201, -0.215, -0.115, 0.076, -0.298, 0.174, -0.131, -0.216, 0.202, -0.679, -0.223, 0.200, -0.174, 0.030, -0.280, 0.062, -0.319, 0.286, -0.240, -0.190, 0.029, -0.280, 0.062, -0.320, 0.263, 0.263, 0.290, 0.265, 0.248, 0.248, 0.265, 0.263, 0.263, 0.290, 0.255, 0.259, 0.281, 0.263, 0.254, 0.259, 0.281, 0.263, -0.415, -0.391, -0.417, 0.521, -0.518, -0.388, -0.417, -0.415, 0.237, 0.214, 0.232, 0.230, 0.233, 0.229, 0.229, 0.231, 0.234, 0.232, 0.237, 0.215